Below is the molecule C4H7N3, with properties calculated with ωB97M-V/def2-TZVPD.

Each line ends with the Mulliken charge.
CARTESIAN COORDINATES (ANGSTROEM)
C -1.134 1.649 0.686  -0.770
N -0.309 0.492 0.969  0.501
C -0.474 -0.704 0.397  -0.419
C 0.778 -1.217 0.227  0.521
C 0.944 -1.343 -1.285  -1.154
N 1.649 -0.370 0.895  -0.405
N 0.996 0.652 1.324  -0.520
H -0.765 2.476 1.287  0.315
H -2.171 1.410 0.923  0.304
H -1.059 1.926 -0.377  0.296
H -1.379 -1.056 -0.073  0.397
H 1.998 -1.274 -1.513  0.342
H 0.451 -2.204 -1.733  0.295
H 0.476 -0.439 -1.728  0.297

Summary:
Energy relative to the best compared isomer or geometry (same formula, charge and spin) ... 65.4 kcal per mole
Total charge ... 0
SMILES ... Cc1cn(C)nn1
HOMO-LUMO gap ... 9.47 eV
DFT total energy ... -320.779027 a.u.
M ... 97.1 g mol⁻¹